{
  "formula": "C51H47F6N4O3PS5Sc",
  "method": "ωB97M-V/def2-TZVPD",
  "max_force_ha_per_bohr": 0.023,
  "orbital_gap_ev": [7.57, 6.20],
  "multiplicity": 2,
  "relative_energy_kj_mol": 0.0,
  "energy_ev": -166220.5270,
  "charge": 2,
  "symbols": ["Sc", "S", "S", "S", "S", "S", "P", "F", "F", "F", "F", "F", "F", "O", "O", "O", "N", "N", "N", "N", "C", "C", "C", "C", "C", "C", "C", "C", "C", "C", "C", "C", "C", "C", "C", "C", "C", "C", "C", "C", "C", "C", "C", "C", "C", "C", "C", "C", "C", "C", "C", "C", "C", "C", "C", "C", "C", "C", "C", "C", "C", "C", "C", "C", "C", "C", "C", "C", "C", "C", "C", "H", "H", "H", "H", "H", "H", "H", "H", "H", "H", "H", "H", "H", "H", "H", "H", "H", "H", "H", "H", "H", "H", "H", "H", "H", "H", "H", "H", "H", "H", "H", "H", "H", "H", "H", "H", "H", "H", "H", "H", "H", "H", "H", "H", "H", "H", "H"],
  "xyz": [[1.795461, 1.578343, 0.379426], [0.277374, -1.220278, 1.371118], [-2.254108, 2.262224, -0.286198], [-2.737534, 4.919857, -0.108410], [0.841016, 4.027146, -1.941751], [-0.777957, -0.181359, -1.447911], [4.290249, 3.910946, 0.145993], [2.942990, 4.010724, 1.066566], [5.416688, 3.578338, -0.903420], [4.926431, 2.890134, 1.191600], [3.510231, 4.756200, -0.955431], [4.974139, 5.149865, 0.797330], [3.422304, 2.416911, -0.498428], [1.004596, 0.087029, 1.705401], [0.677096, 0.122947, -1.103511], [0.882440, 2.749227, -1.083470], [-0.709114, 3.959328, 1.280393], [0.304160, 3.094658, 1.643283], [3.303250, -0.266674, -0.156943], [2.588927, 1.852537, 2.616879], [-5.991624, -1.190930, 0.049755], [-1.026981, -1.947681, -1.300544], [-3.013723, -5.642352, 1.093960], [0.498903, -2.339289, 2.715948], [3.642567, -1.200412, 0.739560], [-5.459911, 0.335914, 1.834871], [2.084741, 3.855313, -3.261328], [0.037344, 0.234467, -5.378852], [-1.614215, -6.072660, -0.818713], [-1.411165, 0.612899, -7.409086], [-0.585306, -4.181565, -2.026438], [0.841253, -4.636363, 3.301996], [0.347434, -1.998911, 4.056533], [-1.644045, 3.642629, 0.492403], [-6.382636, -0.216794, 0.994766], [4.708413, -2.063194, 0.565586], [4.249771, 1.702063, 4.326068], [-2.839045, -4.296293, 0.956927], [1.380587, 3.321172, -4.499541], [-2.397201, -6.541230, 0.195004], [0.683112, -4.324719, 4.648386], [-4.101473, -0.056204, 1.774225], [-4.075544, 4.808587, 1.100939], [-0.545769, 3.730780, -3.080877], [0.692569, 3.308564, 2.841939], [-1.440861, -0.801515, 1.589628], [3.561164, 2.607628, 5.107739], [-1.833692, -2.377966, -0.270440], [2.361746, 3.119486, 4.629851], [5.117828, -1.002681, -1.528717], [-1.230729, 0.365039, -5.936964], [-0.010368, 3.946754, -4.492120], [5.473365, -1.953108, -0.584674], [0.205760, 0.051211, -4.012166], [-4.689505, -1.592111, -0.033355], [-3.711775, -1.040567, 0.832637], [-2.344108, 0.285783, -5.095335], [-1.417290, -4.681135, -0.993109], [3.729021, 1.359784, 3.085323], [1.909930, 2.714928, 3.387853], [-0.914901, -0.017495, -3.205748], [0.449081, -2.992228, 5.008533], [-1.813436, 0.193660, 2.518804], [4.030171, -0.189838, -1.277117], [-2.339737, -1.410300, 0.750537], [-3.125865, 0.542876, 2.612192], [-2.196000, 0.102468, -3.732738], [-2.048809, -3.777748, -0.102263], [-0.387985, -2.843832, -2.182441], [0.735489, -5.393823, 5.702823], [0.757321, -3.648300, 2.330356], [-6.732983, -1.623096, -0.609317], [3.036474, -1.253743, 1.635157], [6.330745, -2.593784, -0.741697], [4.263774, 0.674644, 2.442079], [-2.114050, -0.099019, -7.841788], [-1.357224, 4.402158, -2.804708], [-0.851980, 2.698981, -2.903310], [0.156132, -0.974643, 4.349709], [-4.412686, 3.778090, 1.181021], [0.336677, -2.739609, 6.056055], [1.037784, -5.660013, 3.008888], [-3.305005, -3.613280, 1.655088], [4.933695, -2.800336, 1.323708], [-5.755147, 1.083851, 2.560877], [-0.468525, 0.536892, -7.947262], [-1.820211, 1.610841, -7.577414], [1.293034, 2.236064, -4.436627], [-1.129503, -6.758070, -1.502835], [5.185057, 1.271596, 4.653889], [3.722443, 0.551397, -2.002665], [0.906693, 0.279275, -6.024350], [5.680854, -0.880422, -2.443007], [-4.393589, -2.340109, -0.758324], [-0.106851, -4.884790, -2.697257], [1.793061, 3.841722, 5.199975], [-4.881795, 5.430643, 0.718283], [2.485859, 4.858234, -3.405820], [-3.735164, 5.192030, 2.059751], [-3.628345, -6.027982, 1.896599], [-3.439277, 1.300567, 3.320502], [-0.672435, 3.488314, -5.226530], [1.939220, 3.569535, -5.401191], [1.190410, -0.043719, -3.569184], [-7.419210, 0.087738, 1.050251], [0.144073, 4.010499, 3.464064], [0.240001, -2.465548, -2.977514], [1.357787, -5.088388, 6.543884], [-2.546371, -7.605794, 0.317610], [3.948371, 2.918985, 6.068403], [1.123612, -6.328716, 5.303771], [-1.058568, 0.656389, 3.140501], [0.877226, -3.891233, 1.279870], [-3.337577, 0.377753, -5.517190], [2.877254, 3.224441, -2.871239], [-3.063265, 0.052410, -3.082661], [-0.266539, -5.583257, 6.092785], [0.053554, 5.013637, -4.715920]],
  "forces_ev_per_angstrom": [[-1.0080, -0.5632, -0.1838], [-0.0501, -0.2074, 0.2338], [-0.0692, 0.2208, 0.0311], [-0.1213, -0.1015, 0.0041], [0.0086, -0.0613, 0.1541], [0.0529, -0.1935, -0.2139], [0.0565, 0.0902, 0.1342], [0.1939, 0.0025, 0.0126], [0.0268, -0.0450, 0.0174], [-0.0049, -0.0101, 0.0352], [-0.0878, -0.0531, -0.1646], [-0.0383, 0.0586, -0.0739], [0.4453, 0.2546, -0.1463], [-0.1267, 0.0057, 0.0866], [0.0070, -0.1129, 0.2298], [0.1487, 0.0948, -0.2086], [0.1748, 0.6751, 0.0141], [0.0881, -0.5646, 0.2104], [0.0113, 0.3912, 0.3535], [0.2845, 0.2019, -0.3616], [-0.0396, 0.0217, 0.0080], [-0.0227, 0.0677, -0.0335], [0.0089, -0.0254, -0.0003], [0.0804, -0.0142, -0.0157], [-0.0500, -0.0696, -0.0244], [0.0341, 0.0100, 0.0206], [-0.0367, -0.0531, -0.0227], [-0.0272, -0.0595, -0.0036], [0.0310, 0.0179, -0.0189], [-0.0212, -0.0198, 0.0579], [0.0584, -0.0139, -0.0301], [0.0236, 0.0181, 0.0119], [0.0176, 0.0295, 0.0046], [-0.0860, -0.3451, -0.0356], [-0.0064, -0.0335, -0.0275], [0.0111, -0.0394, -0.0139], [-0.0418, -0.0256, 0.0601], [0.0362, 0.0433, -0.0288], [-0.0221, 0.0168, 0.0513], [-0.0230, -0.0042, 0.0367], [-0.0118, -0.0508, -0.0061], [-0.0296, -0.0169, 0.0189], [0.0320, 0.0566, 0.0132], [-0.0418, 0.1459, -0.0326], [-0.0017, 0.0729, -0.0119], [0.0592, 0.0909, -0.2200], [0.0083, -0.0097, 0.0060], [0.0557, -0.0419, 0.0664], [-0.0394, -0.0331, 0.0790], [0.0235, -0.0592, -0.0122], [-0.0104, 0.0034, -0.0468], [0.0714, -0.0409, 0.0166], [-0.0085, 0.0103, 0.0035], [-0.0179, -0.1357, 0.0002], [0.0534, 0.0147, -0.0018], [-0.0679, 0.0397, -0.0614], [-0.0118, 0.0091, 0.0294], [-0.0374, -0.0149, 0.0233], [-0.0570, -0.1044, 0.0089], [-0.0531, -0.0748, 0.0154], [0.0549, 0.0990, -0.0052], [0.0178, 0.0277, 0.0352], [-0.0409, -0.1309, 0.1165], [-0.1041, -0.0303, -0.1140], [0.0661, 0.1122, -0.1562], [0.0412, -0.0158, 0.0278], [0.0159, 0.0092, -0.0182], [0.0255, -0.0159, 0.0443], [-0.0611, -0.0213, -0.0071], [-0.0094, 0.0428, -0.0272], [-0.0187, 0.0033, 0.0407], [0.0032, 0.0098, 0.0040], [0.0289, 0.0415, 0.0193], [-0.0123, -0.0106, -0.0106], [0.0256, 0.0465, -0.0201], [0.0089, -0.0086, -0.0001], [-0.0388, -0.0453, -0.0137], [0.0547, 0.0257, 0.0075], [0.0033, -0.0027, -0.0048], [-0.0096, 0.0006, -0.0030], [-0.0009, -0.0063, -0.0076], [-0.0132, 0.0045, -0.0018], [-0.0195, -0.0167, 0.0035], [0.0043, 0.0208, 0.0086], [-0.0016, -0.0118, 0.0079], [-0.0006, -0.0055, 0.0032], [0.0062, 0.0005, -0.0192], [0.0504, 0.1470, -0.0269], [-0.0158, 0.0070, -0.0093], [0.0081, 0.0129, -0.0251], [0.0516, 0.0628, 0.0504], [-0.0013, 0.0083, 0.0107], [-0.0172, -0.0058, -0.0057], [-0.0115, -0.0014, 0.0070], [-0.0057, 0.0028, 0.0089], [-0.0033, -0.0247, 0.0109], [-0.0081, -0.0071, 0.0167], [0.0050, 0.0270, 0.0268], [-0.0006, -0.0084, -0.0010], [0.0131, 0.0001, 0.0005], [-0.0146, -0.0102, 0.0051], [-0.0366, 0.0153, 0.0175], [0.0258, -0.0086, 0.0033], [-0.0046, 0.0350, -0.0140], [0.0027, -0.0058, -0.0012], [0.0654, 0.1073, -0.0254], [-0.0003, -0.0005, -0.0108], [0.0046, 0.0002, -0.0130], [-0.0023, 0.0070, 0.0019], [-0.0081, -0.0042, -0.0034], [0.0041, 0.0037, 0.0065], [-0.0093, 0.0445, -0.0457], [-0.0016, -0.0145, 0.0155], [0.0044, 0.0091, 0.0042], [0.0676, 0.0116, 0.0852], [-0.0060, 0.0135, -0.0160], [0.0091, -0.0071, 0.0023], [-0.0230, -0.0049, -0.0337]],
  "lowdin_spin": [0.002, 0.001, 0.586, 0.293, 0.000, 0.029, 0.000, 0.000, 0.000, 0.000, 0.000, 0.000, 0.000, 0.001, 0.000, 0.003, -0.005, 0.002, 0.000, 0.000, 0.000, 0.004, 0.000, 0.000, 0.000, 0.001, 0.000, 0.000, 0.000, 0.000, 0.000, 0.000, 0.000, 0.029, 0.000, 0.000, -0.001, 0.000, 0.000, 0.000, 0.000, 0.000, 0.021, 0.000, -0.003, 0.006, 0.000, 0.000, -0.001, 0.000, 0.001, 0.000, 0.000, 0.001, 0.000, 0.001, 0.000, 0.000, 0.000, 0.000, 0.002, 0.000, 0.010, 0.000, 0.000, 0.006, 0.001, 0.000, 0.001, 0.000, 0.000, 0.000, 0.000, 0.000, 0.000, 0.000, -0.001, 0.000, 0.000, 0.005, 0.000, 0.000, 0.000, 0.000, 0.000, 0.000, 0.000, 0.000, 0.000, 0.000, 0.000, 0.000, 0.000, 0.000, 0.000, 0.000, 0.000, 0.000, 0.004, 0.000, 0.000, 0.000, 0.000, 0.000, 0.000, 0.000, 0.000, 0.000, 0.000, 0.000, 0.000, 0.000, 0.000, 0.000, 0.000, 0.000, 0.000, 0.000]
}